# 1
Computed, not measured: C23H31ClCoN7O4S as an isolated structure, with ωB97M-V with the def2-TZVPD basis set.

```
! RIJCOSX wB97M-V def2-TZVPD def2/J DEFGRID3
* xyz -1 2
Co 0.51 0.12 0.87
C 0.04 3.75 -0.80
C 0.57 3.68 0.62
C 1.93 3.01 0.79
N 1.99 1.54 0.77
C 3.19 1.02 0.87
C 4.38 1.80 1.05
C 5.71 1.47 0.96
C 6.33 0.27 0.66
C 5.68 -0.94 0.50
C 4.34 -1.26 0.67
C 3.21 -0.46 0.97
N 2.05 -0.97 1.29
C 1.98 -2.39 1.58
C 0.71 -2.77 2.34
C 0.15 -1.66 3.22
N -0.43 -0.64 2.37
C -1.41 0.13 2.81
C -1.82 0.19 4.16
C -2.92 0.81 4.74
C -4.00 1.43 4.16
C -4.19 1.61 2.78
C -3.34 1.40 1.73
C -1.98 0.96 1.72
N -1.17 1.14 0.71
C -1.67 1.91 -0.43
C -0.56 2.45 -1.32
H 0.85 4.06 -1.47
H -0.72 4.54 -0.85
H -0.15 3.21 1.30
H 0.71 4.70 0.98
H 2.33 3.34 1.76
H 2.61 3.41 0.03
H 4.21 2.84 1.29
H 6.38 2.31 1.13
H 7.41 0.27 0.55
H 6.31 -1.79 0.23
H 4.11 -2.30 0.51
H 2.85 -2.66 2.19
H 2.04 -2.99 0.66
H 0.91 -3.66 2.95
H -0.08 -3.06 1.64
H 0.94 -1.24 3.85
H -0.61 -2.08 3.88
H -1.14 -0.30 4.85
H -2.94 0.74 5.83
H -4.79 1.77 4.82
H -5.17 1.99 2.50
H -3.76 1.60 0.76
H -2.24 2.77 -0.04
H -2.35 1.29 -1.01
H -0.97 2.59 -2.32
H 0.21 1.70 -1.42
N -0.38 -2.84 -0.77
N 0.00 -2.73 -2.11
C 0.72 -1.74 -2.62
N 1.01 -1.86 -3.96
S 1.26 -0.40 -1.75
H 0.20 -2.14 -0.29
H -1.32 -2.45 -0.73
H -0.40 -3.43 -2.72
H 0.27 -2.28 -4.51
H 1.32 -0.99 -4.35
O -2.65 -2.62 -3.44
Cl -2.72 -1.20 -3.15
O -1.81 -0.50 -4.02
O -4.07 -0.73 -3.35
O -2.33 -0.99 -1.77
*
```

<S²>: 0.811
F_max in eV Å⁻¹: 0.45
Total energy in eV: -103953.84297
HOMO-LUMO gap (alpha / beta) in eV: 7.11 / 7.09
Molecular weight in g mol⁻¹: 596.00

Here are the Löwdin charges for atoms 1 to 2, given in e:
1 Co 0.48
2 C -0.20


# 2
Computed, not measured: a 2-piece molecular cluster, C4H13NO3 overall in a non-equilibrium geometry, with ωB97M-V with the def2-TZVPD basis set.

```
! RIJCOSX wB97M-V def2-TZVPD def2/J DEFGRID3
* xyz 0 1
N 1.76 -1.06 -1.26
C 0.56 -0.67 -0.40
C -0.75 -0.87 -1.19
O -0.78 -1.85 -2.19
C 0.53 0.86 -0.17
C 1.11 1.24 1.31
O -0.01 0.93 2.13
H 2.31 -0.21 -1.50
H 1.47 -1.50 -2.11
H 0.64 -1.41 0.49
H -0.90 -0.02 -1.90
H -1.63 -1.09 -0.55
H -0.47 -2.75 -2.00
H -0.50 1.38 -0.23
H 1.16 1.49 -0.82
H 1.30 2.30 1.47
H 2.00 0.72 1.73
H 0.31 0.51 2.89
O -2.91 0.81 1.15
H -3.24 0.17 1.74
H -1.95 1.03 1.41
*
```

F_max in eV Å⁻¹: 3.79
Total energy in eV: -11989.56371
SMILES: N[C@H](CO)CCO.O
HOMO-LUMO gap in eV: 9.98
Molecular weight in g mol⁻¹: 123.15

Here are the Löwdin charges for atoms 1 to 2, given in e:
1 N 0.03
2 C -0.34


# 3
Computed, not measured: C9H11FO as an isolated structure in a non-equilibrium geometry, with ωB97M-V with the def2-TZVPD basis set.

```
! RIJCOSX wB97M-V def2-TZVPD def2/J DEFGRID3
* xyz 0 1
C 1.90 1.60 -0.29
C 2.43 0.63 0.62
C 0.56 1.76 -0.44
C 1.69 -0.36 1.06
C -0.37 -2.36 -1.42
C 0.49 -1.56 -0.84
C -0.52 0.77 -0.17
C 0.45 -0.90 0.43
C -2.67 0.71 0.71
O -1.41 1.26 0.74
F -0.39 -1.56 1.43
H 2.53 2.46 -0.54
H 3.23 0.94 1.20
H 0.05 2.64 -0.57
H 2.13 -1.05 1.92
H -0.20 -2.85 -2.39
H -1.27 -2.71 -1.03
H 1.39 -1.42 -1.40
H -0.90 0.22 -1.04
H -2.93 0.49 1.68
H -2.69 -0.16 -0.05
H -3.49 1.48 0.40
*
```

F_max in eV Å⁻¹: 4.65
Total energy in eV: -14271.63393
HOMO-LUMO gap in eV: 8.94
Molecular weight in g mol⁻¹: 154.18

Here are the Löwdin charges for atoms 1 to 2, given in e:
1 C -0.06
2 C -0.12


# 4
Computed, not measured: a 2-piece molecular cluster, C7H6O3 overall in a non-equilibrium geometry, with ωB97M-V with the def2-TZVPD basis set.

```
! RIJCOSX wB97M-V def2-TZVPD def2/J DEFGRID3
* xyz 0 1
C -0.43 -1.27 0.27
C 0.44 -0.12 0.73
C 0.50 1.18 0.01
C 1.49 -0.31 1.48
O 2.34 -0.37 2.31
H -1.40 -1.40 0.82
H 0.24 -2.09 0.51
H -0.48 -1.22 -0.82
H 1.09 1.96 0.66
H -0.58 1.54 -0.17
H 0.78 0.93 -1.05
O 3.02 -2.45 -0.50
C 3.14 -1.31 -0.58
C 3.35 -0.06 -0.62
C 3.70 1.17 -0.62
O 4.09 2.24 -0.39
*
```

F_max in eV Å⁻¹: 3.53
Total energy in eV: -13495.32020
SMILES: CC(C)=C=O.O=C=C=C=O
HOMO-LUMO gap in eV: 8.82
Molecular weight in g mol⁻¹: 138.12

Here are the Löwdin charges for atoms 1 to 2, given in e:
1 C -0.04
2 C -0.37


# 5
Computed, not measured: a 2-piece molecular cluster, C3H7OS overall in a non-equilibrium geometry, with ωB97M-V with the def2-TZVPD basis set.

```
! RIJCOSX wB97M-V def2-TZVPD def2/J DEFGRID3
* xyz -1 1
O -3.46 0.01 -1.41
C -2.53 -0.04 -0.64
H -2.20 -0.94 -0.08
H -2.07 0.88 -0.23
C 1.91 1.38 -0.31
C 2.19 0.06 0.57
S 0.68 -0.82 0.91
H 0.92 1.75 -0.01
H 2.18 1.10 -1.33
H 2.56 2.20 0.06
H 2.84 0.33 1.43
H 2.69 -0.52 -0.21
*
```

F_max in eV Å⁻¹: 2.80
Total energy in eV: -16106.67889
HOMO-LUMO gap in eV: 6.39
Molecular weight in g mol⁻¹: 91.15

Here are the Löwdin charges for atoms 1 to 2, given in e:
1 O -0.06
2 C -0.18


# 6
Computed, not measured: a 9-piece molecular cluster, C22H27F4N5O12 overall in a non-equilibrium geometry, with ωB97M-V with the def2-TZVPD basis set.

```
! RIJCOSX wB97M-V def2-TZVPD def2/J DEFGRID3
* xyz 0 1
O -7.38 7.87 19.66
C -7.81 8.81 19.05
O -8.82 8.79 18.31
C -9.24 10.03 17.90
C -8.03 10.85 18.36
F -8.49 11.88 19.07
O -7.26 10.00 19.13
H -9.48 10.08 16.84
H -10.11 10.31 18.50
H -7.44 11.23 17.53
O 5.97 12.49 17.09
C 5.60 11.33 17.32
O 4.58 11.01 18.21
C 4.30 9.64 17.96
C 5.65 9.07 17.53
F 5.36 7.98 16.76
O 6.22 10.14 16.82
H 3.94 9.16 18.86
H 3.49 9.54 17.24
H 6.21 8.80 18.42
O -4.07 13.91 24.76
C -4.28 14.60 23.73
O -5.41 14.96 23.15
C -5.27 15.87 22.07
C -3.71 16.00 22.05
F -3.49 17.31 22.21
O -3.29 15.27 23.14
H -5.61 15.48 21.11
H -5.76 16.84 22.16
H -3.08 15.61 21.25
O 1.78 15.01 19.66
C 2.57 15.83 19.25
O 2.95 15.87 17.91
C 3.73 17.06 17.71
C 4.23 17.33 19.10
F 4.46 18.59 19.37
O 3.15 16.87 19.87
H 4.45 16.69 16.98
H 3.11 17.87 17.34
H 5.09 16.74 19.41
C -5.91 5.75 14.20
C -5.26 7.09 14.26
N -4.76 8.10 14.31
H -6.94 5.80 13.87
H -5.72 5.25 15.15
H -5.42 5.21 13.38
C 5.21 11.62 11.24
C 4.18 11.03 12.16
N 3.40 10.64 12.90
H 4.92 11.23 10.26
H 6.08 11.08 11.61
H 5.04 12.68 11.43
C -0.90 12.29 16.63
C -2.15 13.02 16.80
N -3.16 13.54 16.88
H 0.03 12.83 16.44
H -1.03 11.70 15.72
H -0.64 11.71 17.51
C 0.14 5.84 14.15
C 0.95 5.19 13.18
N 1.57 4.66 12.36
H -0.90 5.66 13.87
H 0.24 6.92 14.24
H 0.38 5.46 15.14
C -1.21 10.46 23.07
C -1.86 9.62 24.06
N -2.36 8.92 24.85
H -0.82 9.85 22.26
H -0.39 10.99 23.55
H -2.07 11.04 22.72
*
```

F_max in eV Å⁻¹: 5.52
Total energy in eV: -66138.18543
SMILES: O=C1OC[C@@H](F)O1.O=C1OC[C@@H](F)O1.O=C1OC[C@@H](F)O1.O=C1OC[C@@H](F)O1.CC#N.CC#N.CC#N.CC#N.CC#N
HOMO-LUMO gap in eV: 11.02
Molecular weight in g mol⁻¹: 629.47

Here are the Löwdin charges for atoms 1 to 2, given in e:
1 O 0.17
2 C -0.66


# 7
Computed, not measured: C20H50N2O4Si2V as an isolated structure in a non-equilibrium geometry, with ωB97M-V with the def2-TZVPD basis set.

```
! RIJCOSX wB97M-V def2-TZVPD def2/J DEFGRID3
* xyz 1 3
O -2.66 1.73 -2.09
O -3.22 0.19 -4.13
C -3.54 2.21 -1.08
C -3.00 3.23 -0.11
H -3.89 1.29 -0.58
H -4.42 2.62 -1.60
H -2.16 2.82 0.47
H -3.79 3.51 0.58
H -2.69 4.13 -0.65
C -1.39 2.39 -2.33
C -1.43 3.37 -3.48
H -0.69 1.56 -2.55
H -1.02 2.90 -1.42
H -1.66 2.86 -4.42
H -0.45 3.85 -3.59
H -2.15 4.16 -3.29
C -2.52 -0.40 -5.23
C -4.44 0.88 -4.45
C -1.31 0.40 -5.64
H -3.21 -0.51 -6.08
H -2.20 -1.39 -4.91
H -1.59 1.39 -6.04
H -0.79 -0.15 -6.44
H -0.60 0.54 -4.81
C -4.34 1.96 -5.50
H -4.80 1.31 -3.50
H -5.18 0.12 -4.77
H -3.63 2.74 -5.20
H -5.33 2.42 -5.58
H -4.08 1.56 -6.48
H -2.31 -0.30 -1.83
V -0.80 -1.39 -0.23
C -2.18 -1.44 -1.99
Si -3.90 -2.26 -2.10
H -1.64 -1.53 -2.95
H -1.74 -2.30 -1.32
C -5.26 -1.09 -1.57
C -4.01 -3.77 -0.96
C -4.30 -2.98 -3.79
C -2.19 -1.17 1.29
Si -1.28 -2.14 2.59
H -3.16 -1.60 0.99
H -2.31 -0.07 1.44
C -2.12 -3.81 2.66
C -1.37 -1.16 4.19
C 0.54 -2.46 2.27
H -5.14 -3.68 -3.69
H -3.44 -3.54 -4.19
H -4.58 -2.22 -4.53
H -5.19 -0.89 -0.49
H -6.23 -1.54 -1.77
H -5.20 -0.13 -2.10
H -3.60 -3.60 0.04
H -3.48 -4.62 -1.40
H -5.06 -4.08 -0.84
H -2.29 -0.57 4.26
H -0.51 -0.47 4.25
H -1.32 -1.85 5.04
H 1.16 -1.56 2.40
H 0.79 -2.94 1.31
H 0.82 -3.17 3.07
H -1.87 -4.28 3.62
H -1.74 -4.45 1.85
H -3.21 -3.73 2.57
C 2.83 0.63 0.71
C 1.84 -0.21 -0.03
N 0.54 0.07 0.14
O 0.38 1.11 1.12
C 2.09 -1.37 -0.79
C 3.42 -1.83 -1.27
N 0.93 -2.01 -1.10
O 0.87 -2.87 -2.08
H 2.60 1.70 0.56
H 3.84 0.43 0.33
H 2.83 0.43 1.80
H -0.58 1.26 1.16
H 3.51 -2.92 -1.22
H 3.60 -1.49 -2.30
H 4.20 -1.40 -0.64
*
```

<S²>: 2.299
F_max in eV Å⁻¹: 2.48
Total energy in eV: -74153.72068
HOMO-LUMO gap (alpha / beta) in eV: 7.05 / 7.43
Molecular weight in g mol⁻¹: 489.75

Here are the Löwdin charges for atoms 1 to 2, given in e:
1 O -0.22
2 O -0.23


# 8
Computed, not measured: C36H27ClCsF3IN2OPS as an isolated structure in a non-equilibrium geometry, with ωB97M-V with the def2-TZVPD basis set.

```
! RIJCOSX wB97M-V def2-TZVPD def2/J DEFGRID3
* xyz -2 1
Cs 9.76 9.69 13.22
F 7.60 15.95 12.60
C 6.50 15.35 13.10
F 5.74 15.03 11.99
F 5.84 16.34 13.75
C 6.80 14.16 13.97
C 6.57 14.29 15.34
C 6.81 13.25 16.19
C 7.18 12.02 15.62
N 7.35 11.87 14.29
C 7.31 12.90 13.47
S 7.85 12.72 11.85
H 6.24 15.25 15.75
H 6.79 13.38 17.27
H 7.33 11.12 16.22
C 13.52 6.62 14.44
C 14.52 7.44 15.20
C 15.89 7.32 15.02
C 16.77 7.86 15.96
C 16.30 8.61 17.01
C 14.96 8.98 17.04
C 14.06 8.39 16.15
P 12.31 8.94 16.20
C 12.42 10.68 16.66
C 13.25 11.46 15.83
C 13.44 12.82 16.04
C 12.83 13.42 17.15
C 11.97 12.66 17.91
C 11.68 11.34 17.63
C 10.62 10.81 18.52
C 11.65 8.00 17.61
C 12.18 8.10 18.90
C 11.53 7.57 20.04
C 10.49 6.67 19.83
C 10.10 6.37 18.54
C 10.57 7.09 17.40
C 9.99 6.82 16.17
H 14.04 5.77 13.96
H 12.96 7.18 13.69
H 12.78 6.21 15.12
H 16.27 6.68 14.20
H 17.83 7.70 15.78
H 16.99 8.90 17.82
H 14.57 9.75 17.78
H 13.77 10.97 14.99
H 14.16 13.36 15.39
H 13.01 14.51 17.38
H 11.43 13.11 18.73
H 10.03 11.66 18.89
H 11.04 10.31 19.42
H 9.98 10.04 18.05
H 13.08 8.73 19.01
H 11.92 7.76 21.03
H 9.96 6.25 20.64
H 9.34 5.59 18.33
H 9.22 6.05 16.10
H 10.27 7.41 15.27
Cl 10.93 5.85 6.59
C 11.08 6.63 8.11
C 12.35 7.19 8.26
C 12.60 7.94 9.42
I 14.25 9.19 9.25
C 11.71 7.92 10.59
O 12.06 8.55 11.61
C 10.43 7.25 10.35
N 9.43 7.47 11.28
C 8.20 6.99 11.02
C 7.83 6.25 9.87
C 8.78 6.12 8.87
C 10.08 6.69 9.07
H 13.11 6.99 7.48
H 7.47 7.19 11.81
H 6.83 5.91 9.88
H 8.52 5.60 7.93
*
```

F_max in eV Å⁻¹: 2.51
Total energy in eV: -92246.98098
HOMO-LUMO gap in eV: 4.34
Molecular weight in g mol⁻¹: 918.92

Here are the Löwdin charges for atoms 1 to 2, given in e:
1 Cs 0.81
2 F 0.10